(1)
This record from the OMol25 dataset describes a cluster of 2 separate species, C4H2Cl2FNS in total in a non-equilibrium geometry. The level of theory is wB97M-V/def2-TZVPD.

Each line ends with the natural charge from an NBO analysis.
CARTESIAN COORDINATES (ANGSTROEM)
C1 0.933 -0.198 -0.621  -0.12
C2 -0.877 0.585 0.764  -0.54
C3 -0.040 -0.347 1.304  0.51
C4 -0.567 -3.205 -0.852  -0.16
N1 0.969 -0.779 0.525  -0.46
F1 -0.160 -0.845 2.532  -0.30
S1 -0.359 0.934 -0.829  0.44
Cl1 -1.264 -4.515 -0.083  0.08
Cl2 0.830 -3.601 -1.684  0.07
H1 1.637 -0.388 -1.402  0.22
H2 -1.727 1.050 1.222  0.25

Molecular weight   186.0 g/mol
Net charge   0
HOMO   -9.267 eV
Relative energy (zero: lowest compared OMol25 entry of this formula, charge and spin)   0.00 kJ/mol

***

(2)
This record from the OMol25 dataset describes the molecule C4H2Cl3PS in a non-equilibrium geometry. The level of theory is wB97M-V/def2-TZVPD.

Each line ends with the natural charge from an NBO analysis.
CARTESIAN COORDINATES (ANGSTROEM)
C1 -0.089 -0.434 -0.588  -0.04
C2 0.324 0.818 -1.033  -0.31
C3 -0.576 -1.186 0.222  -0.31
C4 0.996 1.865 -0.481  -0.18
P1 -1.996 -2.516 0.277  0.84
S1 1.782 2.150 1.162  0.06
Cl1 1.505 2.940 -1.633  0.07
Cl2 -2.746 -1.371 1.663  -0.23
Cl3 -1.293 -4.198 1.108  -0.25
H1 2.125 1.006 1.478  0.12
H2 -0.031 0.924 -2.174  0.24

Molecular weight   219.5 g/mol
Net charge   0
HOMO   -8.791 eV
Relative energy (zero: lowest compared OMol25 entry of this formula, charge and spin)   190.48 kJ/mol
SMILES   S/C(Cl)=C\C#CP(Cl)Cl

***

(3)
This record from the OMol25 dataset describes a cluster of 2 separate species, C4H2ClF3O in total in a non-equilibrium geometry. The level of theory is wB97M-V/def2-TZVPD.

Each line ends with the natural charge from an NBO analysis.
CARTESIAN COORDINATES (ANGSTROEM)
C1 1.178 1.049 -1.194  -0.46
C2 1.477 0.718 0.041  -0.04
C3 -0.008 -0.891 0.902  0.50
C4 -1.453 -0.763 0.221  0.87
O1 0.126 -1.580 1.831  -0.46
F1 -1.794 -1.960 -0.302  -0.31
F2 -2.379 -0.402 1.143  -0.31
F3 -1.572 0.181 -0.748  -0.32
Cl1 2.173 1.286 1.480  0.10
H1 1.835 1.696 -1.612  0.21
H2 0.417 0.665 -1.762  0.24

Molecular weight   158.5 g/mol
Net charge   0
HOMO (alpha / beta)   -8.930 / -8.931 eV
Relative energy (zero: lowest compared OMol25 entry of this formula, charge and spin)   290.83 kJ/mol

***

(4)
This record from the OMol25 dataset describes the molecule C4H2ClNO in a non-equilibrium geometry. The level of theory is wB97M-V/def2-TZVPD.

Each line ends with the natural charge from an NBO analysis.
CARTESIAN COORDINATES (ANGSTROEM)
C1 0.257 1.320 -0.371  -0.23
C2 1.044 2.050 -1.342  -0.16
C3 -0.313 -0.839 0.575  0.27
C4 -0.307 -2.241 0.956  0.30
N1 0.184 0.090 -0.004  -0.15
O1 0.476 -3.000 0.468  -0.46
Cl1 0.457 3.385 -2.067  0.09
H1 -0.648 1.825 0.158  0.19
H2 -1.150 -2.589 1.627  0.15

Molecular weight   115.5 g/mol
Net charge   0
HOMO (alpha / beta)   -8.141 / -7.806 eV
Relative energy (zero: lowest compared OMol25 entry of this formula, charge and spin)   501.66 kJ/mol